1.
{
  "formula": "C16H19F6MgN9PS",
  "method": "the ωB97M-V functional and the def2-TZVPD basis",
  "gap_ev": [7.699, 5.047],
  "charge": 2,
  "s2": 0.75,
  "homo_ev": [-14.627, -14.627],
  "e_tot_ev": -72179.1541,
  "relative_energy_kcal_mol": 14.0,
  "multiplicity": 2,
  "species": ["Mg", "N", "C", "N", "C", "N", "C", "C", "N", "C", "C", "N", "H", "H", "H", "H", "H", "F", "P", "F", "F", "F", "F", "F", "N", "C", "N", "C", "C", "C", "C", "C", "H", "H", "H", "H", "H", "H", "H", "H", "H", "H", "S", "C", "N", "C", "C", "C", "N", "H", "H", "H", "H"],
  "positions_angstrom": [[-0.9106, -0.3773, -1.4898], [-4.1998, -1.0095, 1.0054], [-3.2157, -0.1718, 0.6699], [-2.5480, -0.7002, -0.3361], [-3.1926, -1.8810, -0.5803], [-4.2005, -2.0994, 0.2267], [-2.7728, -2.7127, -1.6977], [-3.3500, -3.9498, -1.9794], [-2.9699, -4.6370, -3.0423], [-2.0583, -4.1140, -3.8452], [-1.4730, -2.8772, -3.5669], [-1.8164, -2.1924, -2.4818], [-4.9027, -0.9109, 1.7229], [-3.0102, 0.7752, 1.1403], [-4.1193, -4.3669, -1.3410], [-1.7811, -4.6848, -4.7221], [-0.7379, -2.4492, -4.2310], [0.8427, -1.0119, -1.3785], [1.5304, -0.1983, -2.8214], [1.1625, -1.5356, -3.5930], [-0.1124, 0.2821, -3.0612], [1.9760, 0.5588, -4.0954], [1.6895, 1.0718, -1.8799], [2.9327, -0.7615, -2.3966], [-0.7370, 1.3808, -0.4703], [-0.3281, 2.4330, -0.1880], [0.1440, 3.5957, 0.1115], [-0.7354, 4.7171, 0.4804], [-0.5408, 5.0526, 1.9588], [0.9371, 5.3200, 2.2510], [1.7988, 4.1254, 1.8359], [1.5810, 3.8010, 0.3584], [-1.7676, 4.4561, 0.2545], [-0.4528, 5.5754, -0.1326], [-0.8948, 4.2158, 2.5678], [-1.1491, 5.9242, 2.2015], [1.0715, 5.5191, 3.3142], [1.2625, 6.2137, 1.7120], [1.5353, 3.2503, 2.4371], [2.8564, 4.3370, 1.9959], [2.1278, 2.9136, 0.0463], [1.9055, 4.6427, -0.2570], [-0.1711, -3.0759, 0.7844], [1.3050, -3.2435, 1.6200], [2.4715, -3.3160, 0.9257], [3.6519, -3.4817, 1.5587], [3.6727, -3.5841, 2.9199], [2.4391, -3.4854, 3.5778], [1.2954, -3.3151, 2.9349], [2.4496, -3.2281, -0.0855], [4.5397, -3.5273, 0.9430], [4.5960, -3.7279, 3.4594], [2.3734, -3.5350, 4.6587]],
  "forces_ev_per_a": [[-1.4347, 0.2923, 0.2250], [0.1476, 0.2841, 0.1001], [-0.1692, -0.0983, 0.1224], [-0.4549, -0.5253, 0.0912], [-0.2276, 0.3167, 0.3750], [0.0534, -0.2599, -0.2300], [-0.2266, -0.6625, -0.3345], [0.2056, 0.4832, 0.0852], [-0.1600, -0.4669, -0.1681], [0.0135, 0.2967, 0.2034], [-0.0437, -0.2639, -0.2550], [0.0304, 0.2407, 0.3485], [-0.0112, 0.0513, 0.0249], [-0.0385, -0.0298, 0.0477], [0.0110, -0.0035, -0.0090], [0.0260, 0.0521, -0.0172], [0.0411, 0.0381, 0.0782], [0.6934, -0.2876, 0.0661], [0.4707, 0.2154, -0.2698], [0.0373, 0.0632, 0.0433], [0.7271, 0.0387, -0.5187], [0.0082, -0.0333, -0.0737], [-0.0253, -0.1455, -0.0899], [0.0532, -0.0611, 0.0330], [0.2454, 0.5264, 0.2770], [-0.0123, -0.0528, -0.0874], [-0.0998, -0.0324, -0.1717], [-0.1421, 0.2107, 0.3782], [0.1059, 0.0107, -0.2208], [-0.0599, -0.1620, 0.1317], [-0.0897, 0.0934, -0.2068], [0.2836, 0.0186, 0.3393], [0.0287, -0.0420, -0.0661], [-0.0129, -0.0651, -0.0962], [-0.0317, 0.0202, 0.0193], [-0.0057, -0.0152, 0.0278], [0.0169, 0.0509, -0.0232], [0.0097, 0.0165, -0.0016], [0.0381, -0.0060, 0.0226], [-0.0004, -0.0185, 0.0183], [-0.0558, -0.0055, -0.0589], [-0.0481, -0.0515, -0.0921], [-0.6033, -0.0198, -0.1773], [1.1534, -0.0648, 0.2828], [-0.3202, 0.0564, 0.0348], [0.1937, -0.0116, 0.0402], [-0.2264, 0.0139, 0.1194], [0.3287, -0.0513, -0.0161], [-0.4910, 0.0615, -0.2119], [0.0879, -0.0120, -0.0346], [-0.0525, 0.0123, -0.0725], [0.0130, 0.0123, -0.0182], [0.0198, -0.0281, -0.0135]]
}

---

2.
{
  "formula": "C16H19F7N2O12P2S",
  "method": "the ωB97M-V functional and the def2-TZVPD basis",
  "gap_ev": 3.798,
  "homo_ev": -8.175,
  "e_tot_ev": -92873.4452,
  "multiplicity": 1,
  "species": ["C", "O", "C", "C", "C", "C", "C", "C", "C", "C", "O", "F", "C", "C", "O", "O", "C", "O", "N", "O", "C", "C", "P", "P", "O", "O", "O", "N", "C", "F", "F", "F", "H", "H", "H", "H", "H", "H", "H", "H", "H", "H", "H", "H", "H", "H", "H", "H", "H", "H", "H", "C", "F", "F", "F", "S", "O", "O", "O"],
  "positions_angstrom": [[-4.0407, -3.2320, 1.6187], [-3.1694, -3.1165, 0.4732], [-1.7718, -3.2601, 0.8345], [-0.9062, -2.0192, 0.2318], [-1.1413, -1.8950, -1.3507], [-0.3865, -0.6028, -2.0198], [-0.0165, 0.5242, -0.9651], [1.5141, 0.6067, -0.6022], [2.6458, -0.3629, -1.1880], [3.5282, 0.3898, -2.3252], [3.1086, 1.4366, -2.8659], [4.8282, -0.0906, -2.7165], [2.0436, 1.6979, 0.4103], [3.5724, 1.8536, 0.8311], [4.2405, 0.9653, 1.4314], [4.2474, 3.1020, 0.5608], [3.9606, 3.9153, 1.7659], [5.1259, 4.6240, 2.2341], [5.1877, 5.8056, 1.5295], [6.3192, 6.1845, 1.6598], [0.9144, 2.6013, 1.0083], [-0.5673, 2.4030, 0.6154], [-1.7204, 3.6146, 1.5623], [-1.0649, 5.6724, 1.1616], [0.4756, 5.8284, 1.2033], [-1.7886, 6.2776, -0.2498], [-1.6739, 6.6345, 2.4549], [-1.0331, 1.4041, -0.3678], [-2.4620, 1.3794, -0.6410], [-3.1636, 1.0613, 0.5761], [-2.9908, 0.4898, -1.5651], [-2.8592, 2.6708, -1.1515], [-3.9939, -2.3441, 2.3454], [-3.7540, -4.1664, 2.2370], [-5.1307, -3.3102, 1.2370], [-1.7265, -3.1144, 1.9868], [-1.3112, -4.2730, 0.5881], [-1.2530, -1.0974, 0.8390], [0.1926, -2.2985, 0.4299], [-0.7101, -2.8515, -1.8265], [-2.2667, -1.8907, -1.5462], [-1.0312, -0.1132, -2.8512], [0.5047, -1.0515, -2.5860], [2.2704, -1.3867, -1.5248], [3.3896, -0.5598, -0.3253], [3.0500, 4.6027, 1.5874], [3.6246, 3.1786, 2.5951], [1.2668, 3.4106, 1.7526], [-1.4140, 3.3735, 2.9412], [-1.5783, 5.6174, -0.9649], [-1.1324, 6.3829, 3.2498], [-1.1332, -7.5502, -2.2842], [0.1263, -8.0491, -2.2081], [-1.3646, -7.3202, -3.6010], [-1.9586, -8.5657, -1.9319], [-1.3708, -6.0322, -1.2352], [-0.4098, -5.0550, -1.7516], [-1.0821, -6.4603, 0.1308], [-2.7600, -5.6390, -1.4376]],
  "forces_ev_per_a": [[-0.5463, -0.6675, 0.4195], [0.5045, 0.1265, 1.0616], [0.4831, 1.1026, 1.2672], [-0.6134, -1.1759, -0.1116], [-0.1356, -0.3402, 0.6107], [-0.9083, 0.0858, -0.3962], [1.9461, -0.2278, 0.0543], [-0.5312, 2.7272, 2.0054], [1.1152, 0.0042, 0.4179], [-1.1302, 3.5899, -2.2950], [2.0266, -4.7041, 2.4070], [-3.4176, 0.5544, 1.5325], [-4.3673, -0.9857, -1.6624], [3.3764, -2.0278, 1.6578], [-3.8113, 3.3976, -2.9290], [-2.4252, -1.1907, 1.5561], [-1.3389, -0.3212, 1.4675], [-2.6873, -2.3102, -0.8513], [4.0488, 1.1471, 0.4106], [-2.6960, 0.3285, -0.7822], [-0.3835, -2.6481, -2.3190], [4.0581, 0.5852, 0.8679], [-1.8547, -1.3852, -0.7010], [4.0246, 3.6438, 0.8189], [-3.7652, -0.9674, -0.4925], [1.0749, -2.1918, 2.3459], [0.5754, -2.4659, -2.0174], [4.6260, 0.1152, 0.8392], [-4.5216, -0.0965, -0.3580], [2.0843, 1.3573, -3.1318], [2.2699, 1.9504, 2.1015], [1.1926, -3.0682, 1.7773], [0.1710, -0.8926, -1.1085], [-0.6646, 1.3048, -1.0472], [1.9362, 0.0014, 0.5545], [0.2303, -0.3815, -1.7276], [-0.9004, 1.4012, 0.1065], [0.7396, -1.1994, -1.0667], [-1.4929, 0.7181, -0.1039], [-0.7007, 1.4484, 0.6468], [1.6514, 0.1554, 0.2055], [0.9238, -0.8162, 1.4983], [-0.9455, 1.3259, 1.2372], [0.4980, 1.5605, 0.3031], [-1.2817, 0.1972, -1.2594], [1.8326, -0.5728, -0.1186], [1.0368, 1.3450, -1.0330], [-1.3387, -1.3224, -1.4182], [0.6487, 0.3371, -0.7053], [-0.2842, 0.9251, 0.6766], [-0.4737, 0.4288, -1.0440], [0.1980, -1.1217, -0.7282], [-0.4808, 0.5188, 0.1937], [0.0379, 0.2793, 0.6949], [0.2665, 0.7684, 0.1125], [-0.8183, 1.1170, 0.9873], [-0.0279, -0.6004, -0.1931], [0.1299, -0.2422, -0.8972], [0.8358, -0.6246, -0.3377]]
}